(1)
{
  "formula": "C3H4N2O",
  "method": "ωB97M-V/def2-TZVPD",
  "elements": ["O", "C", "C", "N", "C", "N", "H", "H", "H", "H"],
  "xyz": [[1.95894, 0.05765, -0.58455], [0.63875, 0.10194, -0.25670], [-0.47813, -0.37355, -0.95782], [-1.55453, -0.35598, -0.16634], [-1.11921, 0.10886, 1.01269], [0.19575, 0.38230, 1.09729], [2.32527, -0.77644, -0.26044], [-0.51073, -0.69764, -1.99071], [-1.78520, 0.30306, 1.84474], [0.38560, 1.26318, 0.19231]],
  "mulliken_charge": [-0.49, 0.32, -0.19, -0.51, -0.09, -0.49, 0.34, 0.41, 0.39, 0.31],
  "gap_ha": 0.36694,
  "de_lowest_kcal_mol": 68.88,
  "molar_mass_g_mol": 84.1,
  "total_energy_ev": -8200.899
}

=====

(2)
{
  "formula": "C3H4N2O",
  "method": "ωB97M-V/def2-TZVPD",
  "elements": ["O", "C", "N", "N", "C", "C", "H", "H", "H", "H"],
  "xyz": [[-0.45034, 2.23862, -0.57642], [-0.23153, 1.10341, -0.18003], [0.94081, 0.47367, -0.55910], [0.77748, -0.91959, -0.34351], [-0.31454, -1.02616, 0.51338], [-0.99150, 0.13711, 0.58571], [1.12622, 1.05099, -1.40744], [1.60769, -1.45282, -0.10276], [-0.52786, -1.96474, 1.02185], [-1.93644, 0.35951, 1.04832]],
  "mulliken_charge": [-0.67, 0.54, -0.24, -0.21, -0.28, -0.48, 0.32, 0.26, 0.38, 0.37],
  "smiles": "O=c1cc[nH][nH]1",
  "gap_ha": 0.35490,
  "de_lowest_kcal_mol": 39.51,
  "molar_mass_g_mol": 84.1,
  "total_energy_ev": -8202.172
}